Record 1
{"formula": "C46H36FGeInN4O5", "method": "ωB97M-V with the def2-TZVPD basis set", "total_charge": -2, "relative_energy_ev": 0.000, "elements": ["In", "O", "C", "C", "C", "C", "C", "C", "C", "O", "N", "N", "C", "C", "C", "C", "C", "C", "N", "H", "H", "H", "H", "H", "H", "H", "H", "H", "H", "C", "C", "C", "C", "C", "C", "C", "F", "C", "C", "C", "O", "C", "C", "N", "C", "C", "O", "O", "H", "H", "H", "H", "H", "H", "H", "H", "H", "H", "H", "C", "Ge", "C", "C", "C", "C", "C", "C", "C", "C", "C", "C", "C", "C", "C", "C", "C", "C", "C", "C", "H", "H", "H", "H", "H", "H", "H", "H", "H", "H", "H", "H", "H", "H", "H"], "xyz": [[-1.395, -1.358, 1.555], [-3.201, -6.565, -1.410], [-3.022, -5.720, -2.439], [-3.047, -6.249, -3.733], [-2.898, -5.425, -4.835], [-2.709, -4.056, -4.672], [-2.660, -3.535, -3.388], [-2.814, -4.337, -2.262], [-2.728, -3.667, -0.910], [-2.426, -2.462, -0.863], [-2.989, -4.512, 0.109], [-2.996, -3.922, 1.337], [-2.929, -4.740, 2.312], [-2.865, -4.297, 3.721], [-2.648, -5.252, 4.716], [-2.495, -4.838, 6.027], [-2.544, -3.483, 6.312], [-2.767, -2.607, 5.259], [-2.950, -2.997, 4.002], [-3.145, -5.984, -0.581], [-3.192, -7.317, -3.842], [-2.923, -5.857, -5.831], [-2.581, -3.406, -5.527], [-2.484, -2.479, -3.223], [-2.826, -5.812, 2.120], [-2.582, -6.300, 4.446], [-2.318, -5.562, 6.814], [-2.399, -3.107, 7.317], [-2.786, -1.536, 5.428], [4.276, 3.874, 4.761], [3.233, 4.648, 3.966], [3.903, 5.689, 3.086], [2.860, 6.530, 2.373], [1.892, 5.637, 1.635], [1.196, 6.131, 0.523], [0.352, 5.280, -0.153], [-0.328, 5.759, -1.232], [0.174, 3.964, 0.198], [0.888, 3.437, 1.289], [0.820, 2.049, 1.643], [0.366, 1.319, 0.627], [1.245, 1.661, 2.964], [2.010, 2.551, 3.633], [2.431, 3.768, 3.123], [1.732, 4.313, 2.024], [0.802, 0.453, 3.799], [1.275, 0.354, 4.944], [-0.023, -0.320, 3.250], [4.968, 4.581, 5.224], [4.838, 3.213, 4.096], [3.842, 3.265, 5.552], [2.572, 5.179, 4.673], [4.511, 5.159, 2.343], [4.570, 6.304, 3.694], [3.337, 7.210, 1.664], [2.328, 7.152, 3.101], [1.328, 7.155, 0.193], [-0.493, 3.331, -0.371], [2.292, 2.301, 4.644], [0.329, -0.062, 0.347], [0.183, 0.084, -1.596], [1.849, 1.119, -1.971], [1.986, 2.448, -2.377], [3.226, 3.087, -2.394], [4.367, 2.405, -2.002], [4.259, 1.082, -1.587], [3.019, 0.458, -1.568], [-1.358, 0.935, -2.494], [-1.278, 1.954, -3.450], [-2.422, 2.506, -4.022], [-3.676, 2.036, -3.660], [-3.778, 1.011, -2.727], [-2.636, 0.475, -2.146], [0.489, -1.582, -2.567], [0.737, -2.780, -1.891], [1.017, -3.950, -2.588], [1.057, -3.938, -3.976], [0.807, -2.756, -4.662], [0.521, -1.591, -3.961], [1.120, 3.034, -2.652], [3.288, 4.128, -2.689], [5.330, 2.903, -2.002], [5.140, 0.542, -1.258], [2.953, -0.564, -1.210], [-0.315, 2.317, -3.778], [-2.329, 3.307, -4.748], [-4.568, 2.463, -4.104], [-4.752, 0.627, -2.446], [-2.738, -0.320, -1.417], [0.696, -2.799, -0.806], [1.187, -4.874, -2.048], [1.266, -4.851, -4.522], [0.830, -2.743, -5.747], [0.316, -0.674, -4.509]], "mulliken_charge": [1.03, -0.71, 0.29, -0.75, -0.30, -0.87, -0.22, 0.43, 0.27, -0.52, -0.55, -0.45, -0.37, 0.72, -0.73, -0.22, -0.55, -0.19, -0.23, 0.56, 0.40, 0.34, 0.45, 0.41, 0.23, 0.31, 0.39, 0.34, 0.37, -1.68, 0.48, -1.07, -1.14, 1.60, -1.05, 0.27, -0.43, -0.97, 0.93, 0.16, 0.32, -0.17, -0.54, 0.51, -1.25, -0.04, -0.84, -0.55, 0.45, 0.33, 0.49, 0.10, 0.30, 0.38, 0.41, 0.34, 0.44, 0.80, 0.58, -1.31, 1.39, 0.52, 0.05, -0.69, -0.48, -0.73, -0.79, 0.40, -0.09, -0.73, -0.42, -0.79, -0.30, -0.12, 0.22, -0.66, -0.44, -0.72, -0.11, -0.13, 0.39, 0.35, 0.38, 0.30, 0.33, 0.38, 0.33, 0.44, 0.23, 0.35, 0.39, 0.38, 0.38, 0.28]}

---

Record 2
{"formula": "C46H36N6OPtSSiTe", "method": "ωB97M-V with the def2-TZVPD basis set", "total_charge": 2, "relative_energy_ev": 0.000, "elements": ["Pt", "N", "C", "C", "C", "C", "C", "C", "N", "C", "C", "C", "C", "N", "C", "C", "H", "H", "H", "H", "H", "H", "H", "H", "H", "N", "C", "C", "C", "C", "C", "C", "N", "C", "C", "C", "C", "N", "C", "C", "H", "H", "H", "H", "H", "H", "H", "H", "H", "Te", "C", "C", "C", "C", "S", "H", "H", "H", "O", "Si", "C", "C", "C", "C", "C", "C", "C", "C", "C", "C", "C", "C", "C", "C", "C", "C", "C", "C", "H", "H", "H", "H", "H", "H", "H", "H", "H", "H", "H", "H", "H", "H", "H"], "xyz": [[-0.393, -0.318, -0.825], [6.437, -0.274, 1.517], [7.485, 0.320, 2.186], [8.799, -0.082, 2.420], [9.582, 0.788, 3.144], [9.085, 2.018, 3.624], [7.788, 2.408, 3.391], [6.974, 1.539, 2.656], [5.656, 1.674, 2.281], [5.375, 0.588, 1.612], [4.059, 0.345, 1.035], [3.061, 1.306, 1.216], [1.817, 1.101, 0.677], [1.502, -0.004, -0.029], [2.452, -0.936, -0.198], [3.726, -0.795, 0.309], [6.464, -1.165, 1.056], [9.188, -1.023, 2.055], [10.610, 0.524, 3.353], [9.745, 2.662, 4.187], [7.400, 3.349, 3.756], [3.279, 2.200, 1.782], [1.036, 1.832, 0.813], [2.154, -1.816, -0.749], [4.438, -1.586, 0.124], [-0.726, 6.751, -2.064], [-1.207, 8.006, -1.762], [-0.970, 9.261, -2.321], [-1.641, 10.317, -1.748], [-2.519, 10.142, -0.657], [-2.748, 8.903, -0.111], [-2.075, 7.814, -0.677], [-2.113, 6.482, -0.334], [-1.305, 5.887, -1.172], [-1.072, 4.451, -1.135], [-0.249, 3.771, -2.033], [-0.091, 2.407, -1.917], [-0.703, 1.692, -0.961], [-1.501, 2.340, -0.087], [-1.706, 3.695, -0.144], [-0.061, 6.536, -2.785], [-0.299, 9.403, -3.157], [-1.494, 11.313, -2.144], [-3.019, 11.009, -0.248], [-3.418, 8.761, 0.725], [0.274, 4.280, -2.830], [0.544, 1.855, -2.595], [-1.977, 1.730, 0.667], [-2.351, 4.190, 0.569], [-2.655, -0.782, -1.880], [-4.035, -0.621, -0.349], [-3.815, -0.528, 0.999], [-5.018, -0.376, 1.728], [-6.117, -0.357, 0.920], [-5.708, -0.498, -0.727], [-2.837, -0.590, 1.451], [-5.065, -0.291, 2.803], [-7.152, -0.255, 1.206], [-0.027, -2.288, -0.744], [-1.143, -3.409, -0.522], [-0.549, -5.100, -0.941], [0.782, -5.291, -1.314], [1.258, -6.560, -1.613], [0.408, -7.653, -1.546], [-0.919, -7.481, -1.170], [-1.391, -6.215, -0.866], [-2.033, -3.284, 1.093], [-1.409, -2.545, 2.101], [-1.945, -2.495, 3.380], [-3.120, -3.175, 3.664], [-3.745, -3.926, 2.678], [-3.197, -3.988, 1.407], [-2.524, -2.954, -2.058], [-1.738, -3.467, -3.152], [-2.085, -4.623, -3.805], [-3.244, -5.284, -3.439], [-4.071, -4.810, -2.431], [-3.745, -3.649, -1.774], [1.451, -4.442, -1.374], [2.294, -6.696, -1.895], [0.778, -8.642, -1.777], [-1.577, -8.337, -1.101], [-2.421, -6.107, -0.547], [-0.489, -2.012, 1.887], [-1.444, -1.932, 4.157], [-3.541, -3.136, 4.660], [-4.648, -4.476, 2.907], [-3.684, -4.611, 0.664], [-0.813, -2.958, -3.404], [-1.461, -5.018, -4.593], [-3.520, -6.192, -3.960], [-4.978, -5.346, -2.188], [-4.399, -3.250, -1.007]], "mulliken_charge": [0.88, 0.00, 0.74, -1.05, -0.43, -0.51, -0.77, 0.60, -0.60, 0.11, 0.91, -0.68, -0.34, -0.36, -0.25, -0.80, 0.17, 0.39, 0.40, 0.40, 0.44, 0.57, 0.52, 0.42, 0.34, 0.00, 0.73, -1.04, -0.42, -0.50, -0.77, 0.61, -0.57, -0.15, 0.93, -0.87, -0.29, -0.14, -0.31, -0.71, 0.18, 0.39, 0.40, 0.40, 0.45, 0.37, 0.51, 0.55, 0.59, 0.37, 0.33, -0.18, -1.02, -0.51, -0.07, 0.59, 0.46, 0.45, -0.13, -0.81, 0.54, -0.18, -0.75, -0.53, -0.92, -0.28, 1.47, -0.54, -0.47, -0.62, -1.00, -0.22, 1.27, -0.77, -0.79, -0.40, -0.87, -0.34, 0.31, 0.44, 0.42, 0.46, 0.34, 0.53, 0.46, 0.44, 0.47, 0.35, 0.42, 0.48, 0.48, 0.47, 0.43]}

---

Record 3
{"formula": "C46H36N6W", "method": "ωB97M-V with the def2-TZVPD basis set", "s2": 2.03, "total_charge": 2, "multiplicity": 3, "relative_energy_ev": 0.000, "elements": ["W", "C", "C", "C", "C", "C", "C", "C", "C", "C", "C", "C", "N", "C", "C", "C", "C", "C", "C", "C", "C", "C", "C", "C", "C", "C", "N", "C", "C", "C", "C", "C", "C", "C", "C", "C", "C", "C", "C", "N", "C", "C", "N", "C", "C", "C", "C", "C", "C", "H", "H", "H", "H", "H", "H", "H", "H", "H", "H", "H", "H", "H", "H", "H", "H", "H", "H", "H", "H", "H", "H", "H", "H", "H", "H", "H", "H", "N", "C", "C", "N", "H", "H", "H", "H", "H", "H", "H", "H"], "xyz": [[-0.362, -0.453, -0.042], [-2.924, 4.546, -5.444], [-1.640, 4.677, -4.936], [-1.186, 3.806, -3.958], [-2.019, 2.797, -3.480], [-3.308, 2.673, -3.985], [-3.758, 3.546, -4.965], [-1.487, 1.852, -2.456], [-0.758, 0.757, -2.904], [-0.407, 0.500, -4.271], [0.566, -0.444, -4.263], [0.827, -0.766, -2.888], [-0.082, -0.115, -2.075], [1.982, -1.384, -2.427], [2.350, -1.464, -1.081], [3.568, -2.052, -0.638], [3.570, -2.018, 0.722], [2.344, -1.429, 1.138], [1.929, -1.375, 2.469], [2.903, -1.769, 3.528], [3.051, -3.084, 3.953], [3.972, -3.392, 4.944], [4.748, -2.392, 5.510], [4.601, -1.078, 5.088], [3.680, -0.764, 4.101], [0.693, -0.884, 2.873], [-0.226, -0.310, 2.021], [-1.116, 0.364, 2.833], [-1.917, 1.415, 2.393], [-2.739, 2.122, 3.420], [-4.064, 1.757, 3.636], [-4.809, 2.391, 4.619], [-4.236, 3.391, 5.390], [-2.917, 3.763, 5.171], [-2.168, 3.131, 4.190], [-1.911, 1.921, 1.092], [-2.657, 3.066, 0.697], [-2.504, 3.215, -0.647], [-1.683, 2.148, -1.107], [-1.253, 1.388, -0.021], [-0.860, 0.039, 4.207], [0.267, -0.718, 4.231], [1.610, -1.034, 0.019], [2.972, -1.843, -3.447], [3.938, -0.933, -3.875], [4.867, -1.309, -4.832], [4.840, -2.592, -5.363], [3.880, -3.497, -4.937], [2.945, -3.125, -3.980], [-3.273, 5.222, -6.213], [-0.987, 5.458, -5.302], [-0.183, 3.908, -3.559], [-3.963, 1.893, -3.615], [-4.761, 3.443, -5.356], [-0.831, 1.007, -5.122], [1.104, -0.857, -5.100], [4.322, -2.456, -1.294], [4.322, -2.395, 1.395], [2.445, -3.866, 3.512], [4.082, -4.416, 5.275], [5.467, -2.634, 6.281], [5.204, -0.293, 5.526], [3.562, 0.260, 3.766], [-4.515, 0.977, 3.034], [-5.838, 2.100, 4.784], [-4.815, 3.881, 6.161], [-2.467, 4.547, 5.765], [-1.138, 3.419, 4.017], [-3.236, 3.676, 1.370], [-2.933, 3.968, -1.288], [-1.438, 0.388, 5.046], [0.792, -1.107, 5.088], [3.953, 0.067, -3.458], [5.613, -0.598, -5.161], [5.567, -2.883, -6.109], [3.855, -4.497, -5.350], [2.195, -3.832, -3.647], [-2.638, -0.975, -0.033], [-2.921, -2.380, -0.405], [-1.910, -3.245, 0.314], [-0.565, -2.784, -0.099], [-3.005, -0.789, 0.899], [-3.141, -0.351, -0.659], [-2.794, -2.477, -1.485], [-3.939, -2.678, -0.155], [-2.073, -4.300, 0.094], [-1.999, -3.105, 1.393], [-0.366, -3.124, -1.038], [0.136, -3.209, 0.503]], "lowdin_spin": [1.65, 0.00, 0.00, 0.00, 0.00, 0.00, 0.00, -0.01, 0.03, 0.02, 0.03, 0.03, 0.02, -0.01, 0.02, 0.01, 0.01, 0.02, -0.01, 0.00, 0.00, 0.00, 0.00, 0.00, 0.00, 0.03, 0.02, 0.03, -0.01, 0.00, 0.00, 0.00, 0.00, 0.00, 0.00, 0.02, 0.01, 0.01, 0.02, 0.00, 0.03, 0.02, 0.00, 0.00, 0.00, 0.00, 0.00, 0.00, 0.00, 0.00, 0.00, 0.00, 0.00, 0.00, 0.00, 0.00, 0.00, 0.00, 0.00, 0.00, 0.00, 0.00, 0.00, 0.00, 0.00, 0.00, 0.00, 0.00, 0.00, 0.00, 0.00, 0.00, 0.00, 0.00, 0.00, 0.00, 0.00, 0.01, 0.00, 0.00, 0.01, 0.00, 0.00, 0.00, 0.00, 0.00, 0.00, 0.01, 0.00]}